{
  "formula": "C6H13IN",
  "method": "ωB97M-V/def2-TZVPD",
  "elements": ["C", "N", "C", "C", "C", "C", "C", "I", "H", "H", "H", "H", "H", "H", "H", "H", "H", "H", "H", "H", "H"],
  "coordinates": [[-0.63097, 0.79920, -1.36606], [-0.22467, 0.48210, 0.02791], [-0.64816, 1.64209, 0.81664], [-0.93356, -0.78264, 0.46180], [0.03585, -1.97958, 0.17827], [1.34818, -1.29742, -0.03743], [1.21387, 0.18288, 0.30438], [2.61363, 1.59552, -0.61720], [-0.44422, 1.80128, -1.64533], [-0.13392, 0.09857, -2.01579], [-1.80575, 0.86889, -1.46459], [0.09446, 2.45961, 0.59413], [-1.71934, 1.96040, 0.48447], [-0.63948, 1.53066, 1.95364], [-1.79567, -0.68176, -0.10046], [-1.07855, -0.81445, 1.53726], [-0.46782, -2.39059, -0.69028], [-0.07857, -2.75483, 0.86621], [2.30317, -1.70419, 0.46565], [1.52279, -1.29504, -1.03767], [1.46873, 0.27931, 1.28446]],
  "atomic_forces_ev_per_a": [[-2.137, -0.384, -0.551], [-0.370, 0.501, 1.501], [-1.281, 2.518, 1.325], [1.973, -0.572, 1.593], [-2.503, 1.797, -1.496], [2.443, -0.094, 1.738], [0.377, -0.563, -2.864], [-0.600, -0.788, 0.173], [1.234, 1.003, -0.009], [-0.276, -0.184, -0.502], [2.273, -1.102, 0.420], [-1.019, -0.621, 0.074], [2.006, -0.545, 0.693], [0.034, -0.478, -1.675], [-2.055, -0.856, -0.556], [-0.400, 0.846, 0.044], [1.029, -0.430, -0.793], [0.262, -0.802, 1.677], [-1.752, 0.391, -0.665], [0.941, -0.491, -3.083], [-0.178, 0.854, 2.957]],
  "e_tot_ev": -16015.452,
  "relative_energy_ev": 1.043,
  "smiles": "C[N+]1(C)CCC[C@H]1I",
  "orbital_gap_ev": 10.16,
  "charge": 1,
  "e_homo_ev": -13.65
}

=====

{
  "formula": "C8H18F3NaO6",
  "method": "ωB97M-V/def2-TZVPD",
  "elements": ["Na", "C", "O", "O", "C", "F", "F", "F", "C", "C", "H", "H", "H", "H", "H", "H", "C", "C", "O", "O", "H", "H", "H", "H", "H", "H", "C", "C", "O", "O", "H", "H", "H", "H", "H", "H"],
  "coordinates": [[0.74026, 0.43770, 0.16057], [-0.94685, -0.54304, 2.96799], [-1.48639, -0.47531, 1.62915], [0.25381, 0.19208, 2.96357], [-2.03956, 0.02398, 3.96551], [-1.60830, 0.29619, 5.16422], [-2.59651, 1.12108, 3.64313], [-3.05505, -0.86483, 4.12816], [-2.30737, -1.65640, 1.26563], [-3.13427, -1.52804, -0.04958], [-3.69704, -2.46114, -0.02286], [-3.76470, -0.63887, -0.04324], [-2.51283, -1.46157, -0.94260], [-3.11196, -1.88724, 1.96380], [-1.99098, -2.69945, 1.27245], [-0.78177, -1.60495, 3.15022], [1.88015, 3.51267, -0.87512], [1.67187, 3.34708, -2.39852], [0.85416, 4.44642, -2.82059], [2.52464, 2.34217, -0.38916], [0.90221, 3.47910, -0.39489], [2.32902, 4.44613, -0.53557], [1.04977, 2.45250, -2.42715], [2.52462, 3.24141, -3.06915], [0.39442, 4.23392, -3.63612], [3.40128, 2.37604, 0.00065], [1.62108, -2.67349, -0.87138], [1.23512, -1.80038, -2.08783], [0.24181, -0.76573, -2.01746], [2.08154, -1.86611, 0.21318], [2.56434, -3.15017, -1.13810], [0.88188, -3.45336, -0.68840], [1.06614, -2.45912, -2.93966], [2.10631, -1.34251, -2.55632], [-0.30035, -0.99513, -2.77577], [3.00966, -1.62175, 0.19124]],
  "atomic_forces_ev_per_a": [[-0.281, -0.331, 1.092], [3.337, 2.406, -0.120], [-1.621, -2.425, -1.391], [-2.866, -1.394, -0.194], [1.065, -1.909, -0.355], [1.762, -0.756, 2.280], [-1.608, 3.151, -2.580], [-0.406, -0.923, -0.080], [-1.892, 0.838, -0.287], [1.263, 0.489, 0.873], [-0.344, 0.204, -0.546], [-0.208, -0.196, 0.132], [0.081, -0.225, -0.086], [-0.102, 1.169, 0.814], [2.206, 0.198, -0.196], [-0.172, -0.369, 0.572], [0.263, -0.076, -0.159], [-1.473, 0.535, 0.545], [0.327, 0.124, 0.287], [-0.155, -1.255, 0.055], [-0.221, 0.307, -0.286], [0.372, -0.072, -0.324], [0.239, -0.448, -0.439], [0.399, -0.022, 0.529], [0.083, -0.118, -0.012], [-0.091, 0.802, -0.167], [1.853, 1.459, -1.186], [1.342, -0.467, -1.189], [0.137, -1.005, 0.422], [-1.947, 0.563, 1.062], [-0.423, -0.750, -0.903], [-0.099, 0.510, 0.973], [-0.960, -0.572, 0.189], [0.704, 0.477, 0.898], [-0.592, 0.579, 0.236], [0.029, -0.500, -0.459]],
  "e_tot_ev": -33438.893,
  "relative_energy_ev": 2.931,
  "orbital_gap_ev": 6.29,
  "e_homo_ev": -6.79
}

=====

{
  "formula": "C3H4FO2Si",
  "method": "ωB97M-V/def2-TZVPD",
  "elements": ["O", "C", "O", "Si", "C", "C", "F", "H", "H", "H", "H"],
  "coordinates": [[0.84812, -0.69655, 3.77238], [0.93953, -1.54271, 2.84003], [1.26253, -2.70175, 2.80155], [0.40780, -0.55312, 1.25741], [0.23758, -0.17114, -0.62620], [-1.12463, -0.44122, 0.14855], [-1.83788, -1.51205, -0.24702], [0.66396, 0.75161, 1.60454], [0.28730, -1.00800, -1.45579], [0.38041, 0.78746, -1.06220], [-1.92228, 0.44349, 0.05736]],
  "atomic_forces_ev_per_a": [[-0.068, -0.751, -0.975], [-0.163, 1.489, 1.026], [0.526, -1.907, 0.078], [-0.814, -0.173, -1.319], [-1.105, -4.150, -1.064], [-0.495, 4.055, -0.047], [-0.408, -1.927, -0.694], [0.183, 2.419, 0.799], [0.127, 1.590, 1.570], [0.208, 0.796, -0.042], [2.008, -1.441, 0.669]],
  "e_tot_ev": -17865.110,
  "relative_energy_ev": 3.421,
  "smiles": "O=C([O-])[Si@H]1C[C@H]1F",
  "orbital_gap_ev": 8.22,
  "charge": -1,
  "e_homo_ev": -4.14
}

=====

{
  "formula": "C2H4N4",
  "method": "ωB97M-V/def2-TZVPD",
  "elements": ["N", "C", "N", "N", "N", "C", "H", "H", "H", "H"],
  "coordinates": [[1.81828, -0.24780, 0.17077], [0.42809, -0.03006, 0.05178], [-0.43901, -0.99896, -0.15880], [-1.66713, -0.62635, -0.17969], [-1.57334, 1.20576, -0.02945], [-0.31281, 1.21393, 0.16219], [2.29826, -0.15057, -0.72073], [1.99628, -1.18943, 0.50880], [-2.25682, -1.45646, -0.41164], [-0.35343, 2.23004, 0.60903]],
  "atomic_forces_ev_per_a": [[-0.048, 0.044, -0.020], [-0.362, 0.141, 0.011], [0.613, 0.452, 0.107], [0.608, 1.426, 0.053], [-1.240, -4.300, -0.428], [-1.167, 0.312, 0.462], [-0.127, 0.085, 0.181], [-0.077, 0.233, 0.009], [-0.195, 1.768, -0.016], [1.996, -0.160, -0.359]],
  "e_tot_ev": -8095.527,
  "relative_energy_ev": 3.787,
  "orbital_gap_ev": 9.35,
  "e_homo_ev": -8.58
}

=====

{
  "formula": "C34H44BN7PSi2V",
  "method": "ωB97M-V/def2-TZVPD",
  "elements": ["V", "C", "C", "N", "N", "C", "B", "N", "C", "C", "C", "N", "N", "C", "C", "C", "N", "H", "H", "H", "H", "H", "H", "H", "H", "H", "H", "N", "P", "C", "C", "C", "C", "C", "C", "C", "C", "C", "C", "C", "C", "C", "C", "C", "C", "C", "C", "H", "H", "H", "H", "H", "H", "H", "H", "H", "H", "H", "H", "H", "H", "H", "C", "Si", "C", "C", "C", "Si", "C", "C", "C", "H", "H", "H", "H", "H", "H", "H", "H", "H", "H", "H", "H", "H", "H", "H", "H", "H", "H", "H"],
  "coordinates": [[-1.20294, 0.23107, -0.20648], [-0.34168, 3.58250, -2.81522], [-0.06362, 2.28015, -2.42338], [-0.97384, 1.85980, -1.54150], [-1.84570, 2.88263, -1.35251], [-1.47726, 3.92585, -2.10538], [-3.10154, 2.69353, -0.46326], [-3.83952, 1.48060, -1.02686], [-5.08087, 1.37532, -1.51616], [-5.21639, 0.12591, -2.09656], [-3.97921, -0.48626, -1.90607], [-3.14438, 0.33269, -1.26473], [-2.61286, 2.39518, 0.98880], [-2.80543, 3.14532, 2.07204], [-2.01814, 2.65920, 3.11076], [-1.34016, 1.58765, 2.56901], [-1.70787, 1.42393, 1.28374], [0.20173, 4.18752, -3.51907], [0.74606, 1.64245, -2.73621], [-2.05170, 4.83753, -2.09724], [-3.78346, 3.66820, -0.45519], [-5.78016, 2.18965, -1.42277], [-6.08136, -0.28144, -2.58890], [-3.66955, -1.47373, -2.20754], [-3.48369, 3.98217, 2.04205], [-1.95193, 3.03832, 4.11523], [-0.62838, 0.92341, 3.03006], [0.42016, 0.05293, 0.02441], [2.06950, 0.28662, 0.05115], [2.32580, 2.04011, -0.21334], [1.48389, 2.96271, 0.41522], [1.68724, 4.31680, 0.22831], [2.72334, 4.75623, -0.58936], [3.55520, 3.84277, -1.21810], [3.36129, 2.48121, -1.03305], [2.66584, -0.19132, 1.66799], [3.01550, -1.51922, 1.92642], [3.42909, -1.88250, 3.19622], [3.48469, -0.93441, 4.20922], [3.14343, 0.38631, 3.95339], [2.74018, 0.76526, 2.68244], [2.94939, -0.60665, -1.21252], [4.27401, -0.98578, -0.99256], [5.00224, -1.54758, -2.03140], [4.41869, -1.71946, -3.27818], [3.10537, -1.32282, -3.50044], [2.37106, -0.76010, -2.47149], [0.66550, 2.61931, 1.03619], [1.04066, 5.03368, 0.71697], [2.88013, 5.81685, -0.73438], [4.35902, 4.18797, -1.85412], [4.01159, 1.77030, -1.52695], [2.97859, -2.26341, 1.14166], [3.71317, -2.90716, 3.39531], [3.81097, -1.22434, 5.19917], [3.21082, 1.12739, 4.73838], [2.51299, 1.80302, 2.47862], [4.74107, -0.83834, -0.02791], [6.02791, -1.84761, -1.86591], [4.99274, -2.15814, -4.08334], [2.65950, -1.44946, -4.47831], [1.34986, -0.45330, -2.64249], [-3.26612, -1.09308, 2.72414], [-1.86883, -2.06963, 1.94308], [-2.32984, -3.87754, 1.93912], [-0.24876, -1.88552, 2.84851], [-1.79258, -1.58770, 0.05722], [-0.97863, -2.76771, -1.20336], [-2.10752, -4.20814, -1.54129], [-0.88997, -1.76771, -2.80789], [0.69578, -3.31760, -0.58085], [-2.93277, -0.54535, 3.60777], [-4.05217, -1.77760, 3.04787], [-3.72282, -0.37478, 2.03959], [-2.50705, -4.19006, 2.97197], [-1.53174, -4.50372, 1.53901], [-3.24490, -4.07023, 1.37833], [-0.43640, -1.97317, 3.92193], [0.27129, -0.94531, 2.67119], [0.42806, -2.69500, 2.57219], [-2.85846, -1.63298, -0.17728], [-3.13001, -3.87599, -1.73596], [-2.13517, -4.93479, -0.73377], [-1.75294, -4.71953, -2.44071], [-1.80107, -1.95186, -3.38107], [-0.05159, -2.09815, -3.42183], [-0.81679, -0.67823, -2.69750], [0.59620, -4.25527, -0.03006], [1.10230, -2.56971, 0.10008], [1.41590, -3.48068, -1.38431]],
  "atomic_forces_ev_per_a": [[-0.056, 0.254, -0.298], [0.029, 0.022, -0.037], [-0.004, 0.013, 0.012], [-0.011, -0.155, 0.129], [-0.037, -0.007, 0.063], [-0.007, -0.023, -0.031], [0.046, 0.005, -0.206], [0.166, -0.165, -0.122], [0.000, -0.182, -0.110], [0.100, 0.044, 0.060], [-0.219, 0.101, -0.052], [-0.159, 0.402, 0.425], [-0.067, 0.187, 0.146], [0.021, -0.084, 0.002], [0.021, 0.008, 0.045], [-0.018, 0.016, 0.023], [0.018, -0.109, -0.136], [-0.007, -0.004, 0.002], [-0.003, -0.019, 0.010], [-0.011, -0.011, 0.014], [0.005, 0.018, 0.016], [0.009, 0.006, -0.015], [-0.001, 0.010, 0.005], [-0.011, 0.027, 0.022], [0.004, 0.004, -0.023], [-0.011, -0.007, -0.002], [0.016, -0.026, -0.034], [0.030, -0.195, -0.234], [0.327, 0.348, 0.278], [-0.123, -0.013, 0.071], [-0.005, -0.033, -0.026], [0.004, 0.017, 0.001], [-0.012, -0.002, 0.010], [0.023, 0.015, -0.020], [0.015, -0.047, 0.001], [-0.008, 0.020, -0.086], [0.002, 0.033, 0.021], [0.003, -0.051, -0.024], [0.003, 0.008, 0.014], [-0.005, 0.032, 0.000], [0.004, -0.037, 0.004], [-0.121, 0.030, -0.020], [0.020, -0.037, -0.032], [0.000, 0.012, 0.036], [0.001, -0.002, -0.003], [-0.030, -0.006, -0.044], [0.070, -0.051, 0.025], [0.000, 0.029, 0.001], [-0.001, -0.004, 0.000], [0.004, -0.003, -0.006], [0.000, -0.004, 0.004], [0.004, 0.029, -0.012], [-0.005, -0.012, 0.001], [-0.004, 0.003, 0.002], [-0.001, 0.003, -0.002], [0.001, -0.005, 0.000], [-0.008, 0.007, 0.015], [-0.004, -0.009, 0.007], [0.000, 0.003, 0.006], [-0.008, -0.001, -0.003], [-0.004, 0.002, 0.008], [-0.016, -0.010, -0.004], [0.027, 0.094, 0.023], [-0.019, -0.153, -0.134], [0.027, 0.018, -0.010], [-0.054, 0.030, 0.004], [-0.029, -0.403, 0.204], [0.093, 0.024, 0.076], [0.028, 0.070, -0.079], [-0.082, 0.005, 0.081], [-0.084, -0.003, 0.007], [-0.033, -0.002, -0.004], [0.006, -0.010, -0.005], [-0.009, -0.006, 0.007], [0.007, 0.017, 0.006], [-0.004, -0.033, -0.011], [-0.010, -0.012, -0.017], [0.004, -0.004, 0.005], [0.045, 0.002, 0.021], [0.028, 0.001, -0.025], [0.001, 0.039, -0.013], [-0.006, -0.034, -0.010], [0.000, -0.043, 0.054], [-0.027, -0.023, 0.010], [0.028, 0.041, -0.031], [0.026, -0.004, -0.017], [0.036, -0.012, -0.059], [0.011, 0.008, 0.031], [0.041, -0.017, 0.014], [-0.016, 0.014, -0.020]],
  "e_tot_ev": -97801.995,
  "relative_energy_ev": 0.148,
  "orbital_gap_ev": 7.38,
  "charge": 2,
  "e_homo_ev": -14.49
}

=====

{
  "formula": "C10H15N",
  "method": "ωB97M-V/def2-TZVPD",
  "elements": ["C", "C", "C", "C", "C", "C", "N", "C", "C", "C", "C", "H", "H", "H", "H", "H", "H", "H", "H", "H", "H", "H", "H", "H", "H", "H"],
  "coordinates": [[1.42610, -2.51014, 4.37252], [0.93820, -2.34221, 2.94145], [0.11540, -1.22851, 2.65348], [-0.04774, -0.83996, 1.18684], [-0.50107, 0.43878, 0.82260], [-0.56236, 0.62872, -0.69646], [-0.12623, -0.24158, -1.61273], [-0.53393, -0.11622, -2.99933], [0.05098, 1.27316, -3.37925], [-0.35554, 2.42069, -2.47383], [-1.13382, 1.91743, -1.26819], [1.13718, -3.55363, 4.54524], [2.49582, -2.40861, 4.46468], [0.93944, -1.71239, 5.01243], [1.51737, -2.79324, 2.23313], [-0.22339, -0.71494, 3.46269], [0.15505, -1.62895, 0.64348], [-0.65891, 1.31156, 1.49382], [-1.61036, -0.08796, -3.08576], [-0.14635, -1.04977, -3.49507], [1.16108, 1.18468, -3.54589], [-0.34368, 1.51274, -4.35900], [0.50542, 2.93064, -2.01950], [-0.91658, 3.16994, -3.01794], [-2.12814, 1.68946, -1.50533], [-1.15393, 2.75029, -0.37406]],
  "atomic_forces_ev_per_a": [[-1.669, 0.114, -0.686], [-2.110, 5.668, 2.132], [3.381, -4.311, -3.633], [-2.547, 6.255, 6.107], [1.966, -3.158, -2.038], [0.931, -0.532, -2.400], [-1.451, -0.008, 4.205], [1.570, 0.943, 1.332], [0.847, -0.749, -2.340], [0.599, -0.134, 1.230], [0.709, 1.597, 3.402], [0.172, 0.229, 1.186], [0.390, -0.049, -0.121], [0.416, -1.411, -0.380], [0.922, -1.506, -2.211], [-1.207, 1.753, 1.903], [0.871, -3.213, -3.724], [0.003, -1.058, -0.511], [-0.515, -0.060, -0.064], [-0.255, 1.407, -0.069], [-1.030, 0.081, 0.522], [0.055, 0.067, -0.543], [0.063, -0.127, -0.549], [-0.186, 0.105, -0.040], [-1.802, -0.021, -0.462], [-0.124, -1.884, -2.245]],
  "e_tot_ev": -12099.805,
  "relative_energy_ev": 3.248,
  "smiles": "C/C=C/C=C/C1=NCCCC1",
  "orbital_gap_ev": 8.25,
  "e_homo_ev": -7.95
}